12
Properties=species:S:1:pos:R:3 method="wB97M-V/def2-TZVPD" gap_ha=0.404 e_tot_ha=-306.4099 total_charge=0 de_lowest_ev=2.623 smiles="O=CC[C@H]1CO1"
O -2.418 -0.957 -0.129
C -1.585 -0.768 -0.984
C -0.223 -0.192 -0.725
C 0.170 0.003 0.718
C 1.507 0.522 0.959
O 0.434 1.427 0.830
H -1.807 -0.961 -2.057
H -0.273 0.894 -0.801
H 0.549 -0.545 -1.425
H -0.469 -0.401 1.501
H 1.884 0.519 1.970
H 2.232 0.459 0.143